1.
This record from the OMol25 dataset describes a gas-phase ion, C5H10PS2 (charge +1) at a distorted geometry. The level of theory is ωB97M-V/def2-TZVPD.

Each line ends with the Löwdin charge.
Atoms and positions in Å:
1 S -3.151 0.973 -0.267  0.54
2 S -1.992 -0.704 -1.028  0.33
3 P -0.351 0.369 -0.217  0.75
4 C -1.626 1.413 0.817  -0.54
5 C 0.168 1.728 -1.388  -0.21
6 C 0.408 -2.422 0.389  -0.13
7 C 2.067 -0.657 0.705  0.00
8 C 0.970 -1.088 0.227  -0.46
9 H -0.035 -2.538 1.377  0.09
10 H 0.207 2.737 -1.036  0.05
11 H -1.493 2.417 0.662  -0.02
12 H 1.157 1.466 -1.784  0.06
13 H -1.998 1.343 1.898  0.09
14 H 2.583 0.307 0.491  0.10
15 H 2.736 -1.344 1.245  0.10
16 H 1.353 -3.008 0.437  0.11
17 H -0.502 -2.745 -0.255  0.08
18 H -0.501 1.751 -2.274  0.07

Properties
**Multiplicity**: 3
**Energy relative to the best compared isomer or geometry (same formula, charge and spin)**: 0.00 kcal/mol
**LUMO (spin up / spin down)**: -4.51 / -6.67 eV
**Charge**: +1
**Molar mass**: 165.243 g/mol
**Gap between HOMO and LUMO (spin up / spin down)**: 6.112 / 7.633 eV

---

2.
This record from the OMol25 dataset describes a single C5H10S molecule at a distorted geometry. The level of theory is ωB97M-V/def2-TZVPD.

Each line ends with the Löwdin charge.
Atoms and positions in Å:
1 S 2.158 -0.459 -0.461  0.78
2 C 0.769 -1.198 0.440  -0.52
3 C -1.303 0.293 -0.112  -0.19
4 C -0.584 -1.034 -0.228  -0.29
5 C -2.610 0.411 -0.199  -0.02
6 C 2.125 1.278 0.074  -0.42
7 H 2.141 1.274 1.146  0.02
8 H -3.285 -0.415 -0.337  0.05
9 H -3.175 1.343 -0.188  0.05
10 H 3.073 1.816 -0.274  0.06
11 H 1.012 -2.257 0.311  0.06
12 H -0.611 1.189 -0.127  0.10
13 H -1.289 -1.875 0.045  0.12
14 H 0.793 -0.978 1.501  0.08
15 H -0.426 -1.140 -1.331  0.11
16 H 1.212 1.753 -0.258  0.00

Properties
**Energy relative to the best compared isomer or geometry (same formula, charge and spin)**: 27.81 kcal/mol
**LUMO**: 1.03 eV
**Charge**: 0
**Molar mass**: 102.202 g/mol
**Gap between HOMO and LUMO**: 9.634 eV

---

3.
This record from the OMol25 dataset describes a molecular structure, C5H10S at a distorted geometry. The level of theory is ωB97M-V/def2-TZVPD.

Each line ends with the Löwdin charge.
Atoms and positions in Å:
1 S -1.787 -1.248 -0.078  0.80
2 C 0.699 -0.306 -1.016  -0.23
3 C 0.609 -0.255 0.995  -0.20
4 C -1.165 1.355 -0.108  -0.11
5 C -0.470 -0.043 -0.039  -0.85
6 C 1.618 -0.919 -0.050  -0.17
7 H -1.846 1.541 0.830  0.11
8 H -1.797 1.284 -0.960  0.05
9 H 1.056 0.708 1.289  0.11
10 H -2.857 -0.708 0.364  -0.18
11 H 2.710 -0.624 0.116  0.13
12 H 0.618 -0.987 -1.872  0.10
13 H -0.386 2.159 -0.078  0.08
14 H 0.250 -0.795 1.892  0.11
15 H 1.656 -1.961 0.111  0.08
16 H 1.091 0.799 -1.395  0.18

Properties
**Energy relative to the best compared isomer or geometry (same formula, charge and spin)**: 48.62 kcal/mol
**LUMO**: 0.86 eV
**Charge**: 0
**Molar mass**: 102.202 g/mol
**Gap between HOMO and LUMO**: 9.798 eV

---

4.
This record from the OMol25 dataset describes a single C5H10S molecule at a distorted geometry. The level of theory is ωB97M-V/def2-TZVPD.

Each line ends with the Löwdin charge.
Atoms and positions in Å:
1 S -1.785 0.605 -0.607  0.80
2 C 0.920 0.014 -0.155  -0.41
3 C -3.106 -0.406 0.253  -0.37
4 C 2.188 -0.830 -0.275  -0.06
5 C -0.341 -0.436 -0.262  -0.40
6 C 1.253 1.456 0.126  -0.12
7 H 0.401 2.114 0.466  0.07
8 H 2.001 1.523 0.942  0.08
9 H 2.995 -0.206 -0.694  0.09
10 H -3.179 -1.381 -0.113  0.01
11 H 1.763 2.010 -0.734  0.10
12 H 2.067 -1.715 -0.880  0.07
13 H -3.961 0.163 0.023  -0.01
14 H 2.493 -1.252 0.620  0.05
15 H -3.049 -0.212 1.371  0.06
16 H -0.660 -1.447 -0.083  0.06

Properties
**Energy relative to the best compared isomer or geometry (same formula, charge and spin)**: 30.39 kcal/mol
**LUMO**: 0.98 eV
**Charge**: 0
**Molar mass**: 102.202 g/mol
**Gap between HOMO and LUMO**: 8.908 eV

---

5.
This record from the OMol25 dataset describes a single C5H10S molecule at a distorted geometry. The level of theory is ωB97M-V/def2-TZVPD.

Each line ends with the Löwdin charge.
Atoms and positions in Å:
1 S -2.187 -0.807 0.243  0.65
2 C 1.269 -1.333 -0.276  -0.05
3 C 0.322 0.593 1.201  -0.12
4 C 0.161 -0.876 -0.856  -0.29
5 C -0.709 1.408 -0.903  -0.14
6 C -0.587 0.181 -0.023  -0.86
7 H 0.345 1.712 -0.664  0.07
8 H 1.181 1.187 0.744  0.10
9 H -0.477 -1.258 -1.663  0.09
10 H 0.772 -0.114 1.889  0.07
11 H -1.202 2.248 -0.314  0.09
12 H -1.119 1.364 -2.048  0.14
13 H 1.794 -0.965 0.633  0.05
14 H 1.644 -2.442 -0.377  0.09
15 H -1.173 -2.063 0.400  0.04
16 H -0.035 1.165 2.015  0.06

Properties
**Energy relative to the best compared isomer or geometry (same formula, charge and spin)**: 91.56 kcal/mol
**LUMO**: 0.62 eV
**Charge**: 0
**Molar mass**: 102.202 g/mol
**Gap between HOMO and LUMO**: 9.605 eV

---

6.
This record from the OMol25 dataset describes a molecular structure, C5H10S at a distorted geometry. The level of theory is ωB97M-V/def2-TZVPD.

Each line ends with the Löwdin charge.
Atoms and positions in Å:
1 S 1.735 0.954 -0.470  0.86
2 C -1.136 0.888 0.527  -0.13
3 C -1.246 2.099 -0.005  -0.16
4 C -0.007 -1.075 -1.111  -0.15
5 C 0.710 -0.994 1.343  -0.08
6 C 0.445 -0.169 0.000  -0.75
7 H -1.854 0.391 1.207  0.07
8 H -0.065 -0.541 2.002  0.07
9 H 1.717 -0.938 1.718  0.06
10 H 2.252 0.363 -1.566  -0.11
11 H -0.791 -1.610 -0.690  0.05
12 H -2.072 2.766 0.157  0.03
13 H -0.385 -0.724 -2.078  0.10
14 H -0.592 2.484 -0.798  0.01
15 H 0.683 -1.840 -1.321  0.06
16 H 0.605 -2.053 1.087  0.08

Properties
**Multiplicity**: 3
**Energy relative to the best compared isomer or geometry (same formula, charge and spin)**: 87.12 kcal/mol
**LUMO (spin up / spin down)**: 0.65 / -3.28 eV
**Charge**: 0
**Molar mass**: 102.202 g/mol
**Gap between HOMO and LUMO (spin up / spin down)**: 4.361 / 5.508 eV

---

7.
This record from the OMol25 dataset describes a single C5H10S2 molecule at a distorted geometry. The level of theory is ωB97M-V/def2-TZVPD.

Each line ends with the Löwdin charge.
Atoms and positions in Å:
1 S -2.559 1.692 0.033  0.71
2 S 2.195 1.836 -0.423  0.72
3 C 0.650 -0.005 0.995  -0.14
4 C -1.284 0.767 -0.752  -0.40
5 C 1.964 0.175 0.421  -0.49
6 C -0.378 -1.745 -0.542  -0.06
7 C -0.474 -0.412 0.210  -0.42
8 H -1.211 -1.808 -1.139  0.04
9 H 0.990 2.102 -0.039  -0.20
10 H -3.445 0.708 -0.014  -0.15
11 H 2.109 -0.392 -0.400  0.01
12 H 2.725 0.130 1.178  0.07
13 H -0.273 -2.596 0.136  0.09
14 H -1.287 -0.438 0.985  0.11
15 H -0.591 1.366 -1.314  -0.01
16 H 0.388 0.455 1.864  0.08
17 H 0.479 -1.835 -1.199  0.07

Properties
**Energy relative to the best compared isomer or geometry (same formula, charge and spin)**: 96.47 kcal/mol
**LUMO (spin up / spin down)**: -0.49 / -0.46 eV
**Charge**: 0
**Molar mass**: 134.269 g/mol
**Gap between HOMO and LUMO (spin up / spin down)**: 7.864 / 7.519 eV

---

8.
This record from the OMol25 dataset describes a single C5H10S3 molecule at a distorted geometry. The level of theory is ωB97M-V/def2-TZVPD.

Each line ends with the Löwdin charge.
Atoms and positions in Å:
1 S -1.714 -0.008 1.748  0.80
2 S 1.810 -0.280 0.595  0.80
3 S -2.136 -1.386 -0.808  0.65
4 C -0.463 0.811 -0.657  -0.51
5 C -1.436 -0.190 0.052  -1.17
6 C 1.489 -2.034 0.574  -0.43
7 C -0.370 2.198 -0.023  -0.10
8 C 0.956 0.241 -0.883  -0.50
9 H 1.930 -2.593 -0.262  0.04
10 H 0.392 -2.219 0.544  0.01
11 H 1.837 -2.446 1.541  0.04
12 H -2.665 -0.934 1.795  -0.12
13 H 0.895 -0.600 -1.570  0.07
14 H 0.348 2.267 0.769  0.06
15 H -0.118 3.004 -0.706  0.08
16 H -0.931 0.845 -1.648  0.11
17 H -1.401 2.325 0.389  0.07
18 H 1.579 0.998 -1.452  0.10

Properties
**Energy relative to the best compared isomer or geometry (same formula, charge and spin)**: 15.74 kcal/mol
**LUMO**: -0.30 eV
**Charge**: 0
**Molar mass**: 166.336 g/mol
**Gap between HOMO and LUMO**: 8.233 eV

---

9.
This record from the OMol25 dataset describes 2 unconnected molecules or ions with the total composition C5H11BN2P2 at a distorted geometry. The level of theory is ωB97M-V/def2-TZVPD.

Each line ends with the Löwdin charge.
Atoms and positions in Å:
1 P -4.288 0.630 0.266  0.44
2 P -3.168 -1.180 -0.128  0.63
3 N -1.656 0.866 -0.055  -0.06
4 N -1.724 -0.482 -0.134  -0.56
5 C 2.848 1.332 -0.535  -0.03
6 C 0.404 0.047 -0.204  -0.13
7 C -0.485 -1.039 -0.186  -0.06
8 C -0.407 1.190 -0.213  -0.10
9 C 2.621 -1.261 0.406  -0.04
10 B 1.906 0.097 -0.029  -0.33
11 H -0.061 2.265 -0.276  0.15
12 H -4.702 1.058 -1.031  -0.14
13 H 3.260 1.801 0.379  0.07
14 H 3.182 -1.509 -0.547  0.09
15 H -3.504 -1.398 2.490  0.01
16 H -0.436 -2.059 0.097  0.11
17 H 3.549 -1.164 1.050  0.08
18 H 3.746 0.933 -0.925  0.04
19 H 1.916 -1.956 0.742  0.02
20 H 2.328 2.029 -1.163  0.04
21 H -5.332 -0.200 -0.004  -0.23

Properties
**Energy relative to the best compared isomer or geometry (same formula, charge and spin)**: 30.22 kcal/mol
**LUMO (spin up / spin down)**: -0.79 / -1.22 eV
**Charge**: 0
**Molar mass**: 171.917 g/mol
**Gap between HOMO and LUMO (spin up / spin down)**: 7.000 / 8.064 eV

---

10.
This record from the OMol25 dataset describes a molecular structure, C5H11BiO4 at a distorted geometry. The level of theory is ωB97M-V/def2-TZVPD.

Each line ends with the Löwdin charge.
Atoms and positions in Å:
1 Bi 0.823 2.106 0.780  1.38
2 O 0.174 1.316 -1.306  -0.49
3 O -0.491 0.121 1.042  -0.38
4 O -0.052 -3.533 1.426  -0.43
5 O 2.166 0.342 1.117  -0.29
6 C 0.265 2.210 -2.401  -0.12
7 C 0.222 -0.779 1.853  -0.24
8 C 1.654 -0.570 1.793  -0.22
9 C -1.083 0.670 -1.200  -0.22
10 C -0.945 -0.435 -0.188  -0.16
11 H 0.069 -2.092 1.611  0.11
12 H -0.480 -4.258 1.889  -0.09
13 H 2.288 -1.241 2.400  0.15
14 H -0.214 -1.174 -0.549  0.15
15 H 0.145 1.660 -3.346  0.10
16 H 1.258 2.673 -2.366  0.08
17 H -0.153 -0.713 2.886  0.15
18 H -1.374 0.240 -2.171  0.14
19 H -1.854 1.398 -0.897  0.14
20 H -0.505 2.995 -2.330  0.10
21 H -1.913 -0.938 -0.043  0.15

Properties
**Energy relative to the best compared isomer or geometry (same formula, charge and spin)**: 38.16 kcal/mol
**LUMO (spin up / spin down)**: -0.63 / -0.61 eV
**Charge**: 0
**Molar mass**: 344.119 g/mol
**Gap between HOMO and LUMO (spin up / spin down)**: 6.025 / 6.040 eV

---

11.
This record from the OMol25 dataset describes a molecular structure, C5H11Br4Na3O at a distorted geometry. The level of theory is ωB97M-V/def2-TZVPD.

Each line ends with the Löwdin charge.
Atoms and positions in Å:
1 Br 2.947 -2.461 3.109  0.67
2 Br -2.599 -2.968 -1.820  0.64
3 Br 3.348 2.040 2.480  0.63
4 Br -4.829 1.008 -3.039  0.60
5 Na 0.515 3.712 0.730  0.74
6 Na -1.978 2.268 -0.135  0.75
7 Na 0.452 2.641 -2.602  0.82
8 O 0.423 1.416 -0.372  -0.48
9 C -3.272 -1.100 -1.858  -0.68
10 C -3.999 -0.773 -3.230  -0.61
11 C 3.950 0.183 2.730  -0.65
12 C 2.873 -0.529 3.425  -0.76
13 C 0.687 0.060 -0.528  -0.27
14 H 1.055 -0.342 -1.471  0.08
15 H 1.338 -0.324 0.258  0.07
16 H 1.902 -0.106 3.169  0.02
17 H -3.873 -1.016 -0.953  0.05
18 H -2.345 -0.530 -1.802  0.00
19 H -4.746 -1.553 -3.375  0.07
20 H 4.104 -0.353 1.793  0.06
21 H -3.319 -0.614 -4.067  0.05
22 H -0.227 -0.502 -0.338  0.06
23 H 2.783 -0.350 4.496  0.07
24 H 4.809 0.192 3.401  0.08

Properties
**Energy relative to the best compared isomer or geometry (same formula, charge and spin)**: 52.19 kcal/mol
**LUMO**: -9.24 eV
**Charge**: +2
**Molar mass**: 475.728 g/mol
**Gap between HOMO and LUMO**: 5.211 eV

---

12.
This record from the OMol25 dataset describes 2 unconnected molecules or ions with the total composition C5H11BrN at a distorted geometry. The level of theory is ωB97M-V/def2-TZVPD.

Each line ends with the Löwdin charge.
Atoms and positions in Å:
1 Br -2.066 -1.102 0.151  0.74
2 N 0.960 -2.087 -0.804  0.12
3 C -2.235 2.596 0.010  -0.08
4 C 1.376 -0.767 -0.352  -0.17
5 C -1.040 1.663 -0.211  -0.27
6 C -0.862 0.370 -0.078  -0.49
7 C 1.791 -0.876 1.039  -0.11
8 H -1.890 3.174 0.773  0.04
9 H -0.118 2.363 -0.488  0.16
10 H 2.655 -1.444 1.050  0.05
11 H 1.886 -0.231 -1.033  0.08
12 H -3.202 2.002 0.102  0.10
13 H 0.638 -2.118 -1.738  0.15
14 H 0.927 -1.467 1.648  0.14
15 H 2.100 0.067 1.623  0.13
16 H 0.020 -2.444 -0.350  0.11
17 H 1.565 -2.845 -0.404  0.19
18 H -2.504 3.146 -0.937  0.11

Properties
**Energy relative to the best compared isomer or geometry (same formula, charge and spin)**: 124.79 kcal/mol
**LUMO (spin up / spin down)**: -4.59 / -4.61 eV
**Charge**: +1
**Molar mass**: 165.054 g/mol
**Gap between HOMO and LUMO (spin up / spin down)**: 8.330 / 8.556 eV

---

What is the molar mass in the third record?
102.202 g/mol